No. 1
DFT (ωB97M-V with the def2-TZVPD basis set) results for a 5-piece molecular cluster, C2H14O5 overall in a non-equilibrium geometry.

ΔE to the lowest compared entry with this formula, charge and spin (kcal per mole): 7.06
Maximum force (eV/Å): 1.836
2S+1: 2
HOMO (alpha / beta) (eV): 0.43 / -6.57
⟨S²⟩: 0.750
Total charge: -1
Calculated total energy (eV): -12537.0984
Gap between HOMO and LUMO (alpha / beta) (Eh): 0.093 / 0.347

Each atom is followed by the atoms it is bonded to, with distances in Å.
Atoms and positions in Å:
1 C -2.13 3.17 2.49  O2 1.440, H3 1.090, H4 1.090, H5 1.090
2 O -2.43 2.38 1.32  C1 1.440, H6 0.960
3 H -2.15 2.62 3.43  C1 1.090
4 H -1.11 3.55 2.52  C1 1.090
5 H -2.90 3.92 2.67  C1 1.090
6 H -2.70 2.94 0.59  O2 0.960
7 C 2.56 -1.61 0.86  O8 1.373, H9 1.090, H10 1.090, H11 1.090
8 O 1.36 -1.90 1.47  C7 1.373, H12 0.960
9 H 3.40 -1.33 1.50  C7 1.090
10 H 2.87 -2.46 0.26  C7 1.090
11 H 2.40 -0.82 0.13  C7 1.090
12 H 0.65 -1.51 0.96  O8 0.960
13 O -0.43 -0.35 0.04  H14 0.957, H15 0.957
14 H -1.03 0.37 0.24  O13 0.957
15 H -0.24 -0.26 -0.90  O13 0.957
16 O 0.52 -0.24 -2.69  H17 0.957, H18 0.957
17 H 0.73 0.13 -3.56  O16 0.957
18 H 1.35 -0.19 -2.21  O16 0.957
19 O -0.62 -2.90 -3.05  H20 0.957, H21 0.957
20 H 0.13 -3.50 -3.04  O19 0.957
21 H -0.23 -2.02 -3.04  O19 0.957

No. 2
DFT (ωB97M-V with the def2-TZVPD basis set) results for a 5-piece molecular cluster, C2H14O5 overall in a non-equilibrium geometry.

ΔE to the lowest compared entry with this formula, charge and spin (kcal per mole): 22.22
Maximum force (eV/Å): 4.243
2S+1: 1
HOMO (eV): -9.97
Calculated total energy (eV): -12538.1938
SMILES: CCO.O.O.O.O
Gap between HOMO and LUMO (Eh): 0.386

Each atom is followed by the atoms it is bonded to, with distances in Å.
Atoms and positions in Å:
1 C 1.29 0.51 -1.00  O2 1.439, C3 1.657, H4 1.121, H5 1.112
2 O 0.80 1.18 0.17  C1 1.439, H6 1.018
3 C 2.82 -0.06 -0.68  C1 1.657, H7 1.068, H8 1.084, H9 1.066
4 H 0.64 -0.33 -1.35  C1 1.121
5 H 1.34 1.21 -1.86  C1 1.112
6 H 0.85 0.51 0.92  O2 1.018
7 H 2.81 -1.12 -0.79  C3 1.068
8 H 3.29 0.33 -1.58  C3 1.084
9 H 3.21 0.39 0.20  C3 1.066
10 H -1.57 1.88 1.34  O12 0.914
11 H -0.85 1.93 0.09  O12 1.001
12 O -1.72 2.21 0.50  H10 0.914, H11 1.001
13 H -1.83 -1.34 -0.13  O15 0.921
14 H -0.86 -2.29 -0.61  O15 0.980
15 O -1.28 -1.99 0.23  H13 0.921, H14 0.980
16 H -2.73 0.79 -0.61  O18 0.974
17 H -3.53 -0.19 0.06  O18 0.919
18 O -2.93 -0.16 -0.63  H16 0.974, H17 0.919
19 H 0.11 -1.07 2.71  O21 0.965
20 H -0.27 -1.47 1.23  O21 1.043
21 O 0.41 -0.92 1.80  H19 0.965, H20 1.043

No. 3
DFT (ωB97M-V with the def2-TZVPD basis set) results for a 5-piece molecular cluster, C2H14O5 overall in a non-equilibrium geometry.

ΔE to the lowest compared entry with this formula, charge and spin (kcal per mole): 25.76
Maximum force (eV/Å): 4.833
2S+1: 1
HOMO (eV): -10.03
Calculated total energy (eV): -12538.0405
SMILES: CCO.O.O.O.O
Gap between HOMO and LUMO (Eh): 0.388

Each atom is followed by the atoms it is bonded to, with distances in Å.
Atoms and positions in Å:
1 C -0.94 0.95 -1.29  O2 1.464, C3 1.545, H4 1.132, H5 1.124
2 O -1.25 0.65 0.11  C1 1.464, H6 1.014
3 C -2.13 1.82 -1.76  C1 1.545, H7 1.103, H8 1.073, H9 1.078
4 H -0.77 -0.06 -1.77  C1 1.132
5 H 0.03 1.51 -1.35  C1 1.124
6 H -1.64 -0.27 0.26  O2 1.014
7 H -3.01 1.20 -1.99  C3 1.103
8 H -1.77 2.44 -2.57  C3 1.073
9 H -2.40 2.51 -0.98  C3 1.078
10 H 0.08 0.03 1.79  O12 1.045
11 H -0.03 0.60 3.31  O12 0.997
12 O 0.51 -0.02 2.74  H10 1.045, H11 0.997
13 H 1.92 -1.06 -0.11  O15 1.017
14 H 2.81 -2.03 -0.86  O15 1.033
15 O 1.80 -1.86 -0.73  H13 1.017, H14 1.033
16 H 2.51 0.23 1.87  O18 0.962
17 H 3.45 0.77 0.88  O18 0.982
18 O 2.69 0.15 0.93  H16 0.962, H17 0.982
19 H -0.86 -3.09 1.06  O21 1.010
20 H -0.09 -2.16 0.03  O21 0.911
21 O -0.89 -2.29 0.45  H19 1.010, H20 0.911